(1)
Below is C6H9N in the gas phase, with properties calculated with ωB97M-V/def2-TZVPD.

Computed properties:
Spin multiplicity: 1
E_HOMO: -7.3 eV

Cartesian coordinates (Å):
C  2.435  0.138  -0.689
C  1.055  0.255  -0.096
C  0.113  1.232  -0.143
C  -2.144  0.311  -0.487
C  -1.072  0.615  0.587
C  -0.619  -0.703  1.130
N  0.576  -0.901  0.676
H  2.437  0.614  -1.672
H  2.732  -0.911  -0.817
H  3.201  0.630  -0.081
H  -3.028  -0.231  -0.135
H  -1.664  -0.299  -1.254
H  -2.459  1.254  -0.931
H  -1.499  1.255  1.367
H  -1.149  -1.426  1.749
H  1.071  -1.778  0.823

Table of natural (NBO) atomic charges, one value per atom, all in e: atom 1 (C): -0.641, atom 2 (C): -0.068, atom 3 (C): -0.220, atom 4 (C): -0.572, atom 5 (C): -0.386, atom 6 (C): 0.162, atom 7 (N): -0.440, atom 8 (H): 0.240, atom 9 (H): 0.193, atom 10 (H): 0.216, atom 11 (H): 0.197, atom 12 (H): 0.211, atom 13 (H): 0.236, atom 14 (H): 0.251, atom 15 (H): 0.209, atom 16 (H): 0.413

(2)
Below is 2 unconnected molecules or ions with the total composition C4H11N2O in a non-equilibrium geometry, with properties calculated with ωB97M-V/def2-TZVPD.

Computed properties:
Charge: -1
Spin multiplicity: 1
E_HOMO: -2.9 eV

Cartesian coordinates (Å):
C  1.013  0.823  -0.409
N  -0.374  0.683  0.170
C  1.932  -0.039  0.708
C  1.735  -1.540  0.594
N  2.740  0.621  -0.182
C  -3.048  -0.609  -0.080
O  -2.897  0.483  -0.919
H  1.216  1.883  -0.437
H  0.926  0.346  -1.381
H  -1.386  0.752  -0.165
H  -0.291  0.296  1.093
H  1.770  0.246  1.771
H  1.997  -1.841  -0.422
H  0.670  -1.785  0.656
H  2.335  -1.977  1.399
H  -3.834  -1.329  -0.400
H  -3.353  -0.315  0.943
H  -2.148  -1.225  0.017

Table of natural (NBO) atomic charges, one value per atom, all in e: atom 1 (C): -0.176, atom 2 (N): -0.922, atom 3 (C): 0.029, atom 4 (C): -0.668, atom 5 (N): -0.424, atom 6 (C): -0.233, atom 7 (O): -0.952, atom 8 (H): 0.235, atom 9 (H): 0.210, atom 10 (H): 0.475, atom 11 (H): 0.330, atom 12 (H): 0.146, atom 13 (H): 0.220, atom 14 (H): 0.232, atom 15 (H): 0.208, atom 16 (H): 0.098, atom 17 (H): 0.091, atom 18 (H): 0.102

(3)
Below is C6H12N2O4S in the gas phase in a non-equilibrium geometry, with properties calculated with ωB97M-V/def2-TZVPD.

Computed properties:
Spin multiplicity: 1
E_HOMO: -9.1 eV

Cartesian coordinates (Å):
N  1.122  -2.429  -0.541
C  1.963  -1.484  0.217
C  3.278  -1.642  -0.451
O  2.973  -1.314  -1.745
C  0.992  -0.324  -0.143
O  0.932  0.016  -1.428
N  0.134  -0.005  0.816
C  -0.856  0.968  0.684
C  -2.168  0.488  0.040
S  -2.082  0.246  -1.987
C  -1.126  1.670  1.977
O  -1.027  1.016  3.059
O  -1.655  2.877  1.925
H  0.198  -2.373  -0.186
H  1.146  -2.110  -1.635
H  2.111  -1.997  1.319
H  4.223  -0.963  0.086
H  3.666  -2.626  -0.429
H  2.304  -0.600  -1.764
H  0.195  -0.359  1.790
H  -0.369  1.741  0.126
H  -3.077  1.217  0.352
H  -2.514  -0.558  0.585
H  -3.413  -0.057  -1.775
H  -2.232  2.977  2.963

Table of natural (NBO) atomic charges, one value per atom, all in e: atom 1 (N): -0.816, atom 2 (C): -0.187, atom 3 (C): -0.031, atom 4 (O): -0.751, atom 5 (C): 0.689, atom 6 (O): -0.708, atom 7 (N): -0.598, atom 8 (C): -0.210, atom 9 (C): -0.467, atom 10 (S): -0.031, atom 11 (C): 0.792, atom 12 (O): -0.632, atom 13 (O): -0.649, atom 14 (H): 0.346, atom 15 (H): 0.416, atom 16 (H): 0.220, atom 17 (H): 0.123, atom 18 (H): 0.196, atom 19 (H): 0.490, atom 20 (H): 0.446, atom 21 (H): 0.244, atom 22 (H): 0.236, atom 23 (H): 0.230, atom 24 (H): 0.125, atom 25 (H): 0.526

(4)
Below is C8H16NP in the gas phase in a non-equilibrium geometry, with properties calculated with ωB97M-V/def2-TZVPD.

Computed properties:
Spin multiplicity: 3
E_HOMO (spin up / spin down): -4.0 / -9.2 eV

Cartesian coordinates (Å):
C  -2.492  -0.300  -3.191
C  -2.059  0.331  -2.271
C  -1.329  -1.576  1.146
C  2.997  0.327  1.361
C  0.818  0.793  -1.716
C  -1.484  1.065  -1.155
C  -1.090  -0.224  1.803
C  1.654  -0.377  1.198
N  -0.224  0.450  -0.775
P  0.248  0.841  1.047
H  -2.888  -0.847  -3.994
H  -2.160  -2.083  1.636
H  -1.570  -1.454  0.093
H  -0.450  -2.212  1.220
H  3.192  1.008  0.532
H  3.006  0.911  2.279
H  3.807  -0.398  1.407
H  1.790  0.487  -1.334
H  0.629  0.253  -2.648
H  0.855  1.867  -1.948
H  -2.182  1.026  -0.314
H  -1.364  2.122  -1.453
H  -0.802  -0.352  2.854
H  -2.017  0.358  1.808
H  1.466  -0.984  2.088
H  1.648  -1.032  0.326

Table of natural (NBO) atomic charges, one value per atom, all in e: atom 1 (C): -0.226, atom 2 (C): -0.029, atom 3 (C): -0.611, atom 4 (C): -0.611, atom 5 (C): -0.463, atom 6 (C): -0.347, atom 7 (C): -0.728, atom 8 (C): -0.718, atom 9 (N): -0.499, atom 10 (P): 0.794, atom 11 (H): 0.232, atom 12 (H): 0.210, atom 13 (H): 0.212, atom 14 (H): 0.205, atom 15 (H): 0.200, atom 16 (H): 0.214, atom 17 (H): 0.207, atom 18 (H): 0.211, atom 19 (H): 0.220, atom 20 (H): 0.201, atom 21 (H): 0.233, atom 22 (H): 0.224, atom 23 (H): 0.230, atom 24 (H): 0.217, atom 25 (H): 0.219, atom 26 (H): 0.206

no.,calculated total energy (Eh)
1,-288.6513
2,-343.5465
3,-1044.3361
4,-710.2908